(1)
The following is a DFT calculation (ωB97M-V/def2-TZVPD) of a molecular structure, C24H70BCdFN6O6.

Atoms and positions in Å:
Cd1 0.85 4.71 -2.97
F1 2.29 5.26 -0.08
B1 -0.86 7.67 -3.50
H1 -1.43 8.57 -3.67
H2 0.10 7.92 -3.07
H3 -1.38 6.95 -2.90
H4 -0.64 7.23 -4.46
C1 -3.57 1.33 -5.42
C2 -2.68 2.14 -4.35
C3 -2.58 1.46 -2.99
O1 -1.92 2.44 -2.22
C4 -2.25 2.27 -0.82
N1 -1.32 2.36 -4.84
H5 -3.06 0.37 -5.55
H6 -3.61 1.88 -6.36
H7 -4.62 1.19 -5.17
H8 -3.14 3.12 -4.21
H9 -2.11 0.48 -3.03
H10 -3.60 1.34 -2.61
H11 -1.70 3.02 -0.25
H12 -1.85 1.33 -0.43
H13 -3.32 2.26 -0.62
H14 -1.27 2.75 -5.77
H15 -0.98 1.41 -4.95
C5 -1.53 14.62 -6.16
C6 -0.23 14.13 -6.72
C7 0.68 15.28 -7.35
O2 0.00 15.94 -8.35
C8 0.79 16.97 -8.95
N2 0.50 13.51 -5.60
H16 -1.44 15.32 -5.32
H17 -2.21 13.87 -5.78
H18 -2.08 15.29 -6.82
H19 -0.40 13.41 -7.52
H20 1.58 14.81 -7.76
H21 0.93 16.03 -6.59
H22 1.67 16.53 -9.42
H23 1.16 17.79 -8.34
H24 0.26 17.50 -9.75
H25 0.00 12.64 -5.47
H26 0.31 14.01 -4.74
C9 -5.38 9.08 1.06
C10 -6.08 9.53 -0.25
C11 -5.52 10.88 -0.83
O3 -5.82 11.90 0.12
C12 -5.31 13.17 -0.20
N3 -5.88 8.43 -1.21
H27 -4.32 8.92 0.86
H28 -5.78 8.19 1.54
H29 -5.41 9.78 1.90
H30 -7.15 9.64 -0.12
H31 -6.10 11.15 -1.71
H32 -4.47 10.87 -1.11
H33 -4.23 13.28 -0.29
H34 -5.60 13.86 0.59
H35 -5.69 13.52 -1.17
H36 -4.90 8.43 -1.47
H37 -6.27 8.64 -2.12
C13 2.48 12.67 1.71
C14 2.00 11.19 1.89
C15 0.54 11.05 2.34
O4 0.34 11.71 3.57
C16 -0.95 12.20 3.89
N4 2.18 10.63 0.58
H38 2.07 13.11 0.80
H39 3.55 12.75 1.53
H40 2.16 13.20 2.61
H41 2.72 10.74 2.58
H42 0.31 9.99 2.49
H43 -0.14 11.37 1.55
H44 -0.93 12.68 4.86
H45 -1.62 11.36 4.07
H46 -1.31 12.91 3.14
H47 2.12 9.62 0.64
H48 1.26 10.65 0.16
C17 -2.37 7.17 -10.73
C18 -1.12 7.03 -11.59
C19 -0.84 8.33 -12.30
O5 0.38 8.15 -12.99
C20 0.66 9.12 -13.93
N5 -0.08 6.73 -10.60
H49 -3.16 7.43 -11.43
H50 -2.29 7.95 -9.99
H51 -2.74 6.27 -10.23
H52 -1.33 6.26 -12.34
H53 -0.83 9.17 -11.62
H54 -1.65 8.58 -12.99
H55 1.63 9.01 -14.41
H56 0.52 10.12 -13.50
H57 -0.07 8.99 -14.73
H58 -0.16 7.48 -9.93
H59 0.86 6.73 -10.96
C21 5.98 3.80 -5.80
C22 4.70 3.37 -5.13
C23 4.83 2.37 -3.95
O6 3.60 1.99 -3.33
C24 3.74 0.98 -2.33
N6 4.02 4.53 -4.62
H60 6.60 4.43 -5.15
H61 5.83 4.28 -6.76
H62 6.66 2.98 -6.07
H63 4.12 2.80 -5.86
H64 5.53 2.84 -3.26
H65 5.34 1.51 -4.38
H66 4.08 1.40 -1.38
H67 4.38 0.15 -2.62
H68 2.75 0.59 -2.06
H69 3.91 5.11 -5.44
H70 4.76 5.04 -4.17

Values from the calculation:
- HOMO: -8.9 eV
- F_max: 4.84 eV Å⁻¹
- LUMO level: -4.4 eV

Mulliken atomic charge list, values in e, 99 entries: number 1, Cd, carries 1.232; number 2, F, carries -0.661; number 3, B, carries 0.216; number 4, H, carries -0.165; number 5, H, carries -0.205; number 6, H, carries -0.299; number 7, H, carries -0.232; number 8, C, carries -1.310; number 9, C, carries 0.033; number 10, C, carries -0.709; number 11, O, carries -0.186; number 12, C, carries -0.839; number 13, N, carries -0.440; number 14, H, carries 0.343; number 15, H, carries 0.370; number 16, H, carries 0.369; number 17, H, carries 0.264; number 18, H, carries 0.355; number 19, H, carries 0.357; number 20, H, carries 0.277; number 21, H, carries 0.338; number 22, H, carries 0.306; number 23, H, carries 0.276; number 24, H, carries 0.251; number 25, C, carries -1.491; number 26, C, carries 0.502; number 27, C, carries -0.715; number 28, O, carries -0.303; number 29, C, carries -0.767; number 30, N, carries -0.755; number 31, H, carries 0.374; number 32, H, carries 0.373; number 33, H, carries 0.353; number 34, H, carries 0.300; number 35, H, carries 0.366; number 36, H, carries 0.301; number 37, H, carries 0.308; number 38, H, carries 0.312; number 39, H, carries 0.271; number 40, H, carries 0.279; number 41, H, carries 0.294; number 42, C, carries -1.309; number 43, C, carries 0.395; number 44, C, carries -0.667; number 45, O, carries -0.302; number 46, C, carries -0.757; number 47, N, carries -0.746; number 48, H, carries 0.276; number 49, H, carries 0.353; number 50, H, carries 0.332; number 51, H, carries 0.305; number 52, H, carries 0.361; number 53, H, carries 0.360; number 54, H, carries 0.300; number 55, H, carries 0.253; number 56, H, carries 0.308; number 57, H, carries 0.253; number 58, H, carries 0.282; number 59, C, carries -1.348; number 60, C, carries 0.569; number 61, C, carries -0.846; number 62, O, carries -0.324; number 63, C, carries -0.753; number 64, N, carries -0.769; number 65, H, carries 0.283; number 66, H, carries 0.340; number 67, H, carries 0.345; number 68, H, carries 0.312; number 69, H, carries 0.382; number 70, H, carries 0.398; number 71, H, carries 0.248; number 72, H, carries 0.312; number 73, H, carries 0.305; number 74, H, carries 0.285; number 75, H, carries 0.260; number 76, C, carries -1.365; number 77, C, carries 0.271; number 78, C, carries -0.621; number 79, O, carries -0.306; number 80, C, carries -0.741; number 81, N, carries -0.689; number 82, H, carries 0.352; number 83, H, carries 0.358; number 84, H, carries 0.337; number 85, H, carries 0.279; number 86, H, carries 0.325; number 87, H, carries 0.389; number 88, H, carries 0.258; number 89, H, carries 0.306; number 90, H, carries 0.291; number 91, H, carries 0.261; number 92, H, carries 0.295; number 93, C, carries -1.501; number 94, C, carries 0.320; number 95, C, carries -0.886; number 96, O, carries -0.227; number 97, C, carries -0.759; number 98, N, carries -0.485; number 99, H, carries 0.411

(2)
The following is a DFT calculation (ωB97M-V/def2-TZVPD) of a molecular structure, C24H70F3NO17P.

Atoms and positions in Å:
C1 -4.64 -3.98 -0.65
C2 -4.42 -2.68 -1.45
C3 -5.73 -2.00 -1.91
C4 -5.89 -0.60 -1.30
C5 -6.45 -0.65 0.13
C6 -5.91 0.52 0.97
C7 -4.56 0.21 1.60
C8 -3.84 1.47 2.10
C9 -2.31 1.31 2.14
C10 -1.63 2.67 2.08
C11 -0.13 2.57 2.39
C12 0.64 1.88 1.24
C13 1.96 2.58 0.84
C14 1.90 3.23 -0.57
C15 2.58 2.39 -1.68
P1 1.47 1.67 -3.03
O1 0.39 1.07 -4.52
C16 -0.18 1.97 -5.15
N1 -0.70 2.84 -5.71
O2 2.45 0.28 -3.36
C17 2.09 -0.89 -2.70
C18 1.74 -2.06 -3.62
C19 0.58 -1.92 -4.61
C20 -0.82 -2.06 -4.05
F1 -0.89 -2.95 -3.04
F2 -1.39 -0.92 -3.65
F3 -1.65 -2.55 -5.02
C21 1.18 -0.41 -1.56
O3 0.31 -1.31 -0.92
C22 0.99 -2.42 -0.39
C23 0.51 -2.76 1.02
C24 -0.73 -2.01 1.47
O4 1.59 -2.53 1.95
O5 0.50 0.72 -1.99
H1 -5.63 -4.39 -0.82
H2 -4.53 -3.81 0.42
H3 -3.92 -4.74 -0.95
H4 -3.87 -1.97 -0.84
H5 -3.82 -2.93 -2.32
H6 -5.75 -1.94 -3.00
H7 -6.58 -2.60 -1.59
H8 -6.59 -0.04 -1.92
H9 -4.94 -0.07 -1.30
H10 -6.23 -1.61 0.60
H11 -7.54 -0.55 0.06
H12 -5.79 1.37 0.30
H13 -6.63 0.82 1.73
H14 -3.92 -0.34 0.91
H15 -4.75 -0.45 2.46
H16 -4.08 2.28 1.41
H17 -4.21 1.69 3.10
H18 -1.98 0.72 1.29
H19 -2.06 0.80 3.07
H20 -2.11 3.34 2.79
H21 -1.74 3.06 1.07
H22 0.26 3.58 2.55
H23 0.00 2.02 3.32
H24 0.87 0.86 1.55
H25 -0.01 1.80 0.37
H26 2.10 3.38 1.55
H27 2.80 1.90 0.89
H28 0.84 3.38 -0.81
H29 2.33 4.22 -0.54
H30 3.20 1.64 -1.19
H31 3.25 3.07 -2.21
H32 2.24 2.33 -4.04
H33 0.56 2.76 -2.98
H34 2.99 -1.26 -2.18
H35 2.63 -2.20 -4.22
H36 1.59 -2.99 -3.07
H37 0.65 -2.76 -5.30
H38 0.67 -1.03 -5.22
H39 1.89 -0.06 -0.79
H40 0.81 -3.29 -1.04
H41 2.06 -2.23 -0.32
H42 0.27 -3.82 1.05
H43 -0.44 -1.05 1.90
H44 -1.21 -2.58 2.27
H45 -1.46 -1.89 0.67
H46 1.78 -3.37 2.37
O6 4.82 -0.05 -0.47
H47 4.67 -0.84 0.07
H48 5.70 -0.19 -0.86
O7 4.13 4.35 2.34
H49 5.08 4.38 2.50
H50 3.90 5.25 2.09
O8 -2.64 0.59 -0.96
H51 -2.01 0.22 -1.59
H52 -2.73 1.52 -1.19
O9 4.58 -1.96 2.60
H53 4.35 -1.15 3.07
H54 3.73 -2.30 2.30
O10 -0.47 1.23 5.39
H55 -1.30 1.70 5.51
H56 0.13 1.63 6.02
O11 4.89 -2.56 -3.43
H57 5.55 -3.05 -3.93
H58 4.86 -1.69 -3.84
O12 6.31 -2.71 5.28
H59 5.93 -2.82 4.40
H60 5.65 -3.11 5.86
O13 -3.31 1.67 -4.48
H61 -3.03 0.92 -3.94
H62 -2.52 1.87 -5.01
O14 5.79 -1.34 7.91
H63 6.37 -1.98 7.50
H64 5.82 -0.58 7.32
O15 6.16 2.55 -0.52
H65 6.87 2.44 0.11
H66 5.54 1.83 -0.33
O16 5.83 1.00 5.90
H67 5.01 1.50 5.80
H68 6.39 1.56 6.44
O17 -3.64 2.09 -1.48
H69 -3.29 2.46 -2.31
H70 -4.42 1.60 -1.77

Values from the calculation:
- HOMO: -6.0 eV
- Charge: -1
- F_max: 12.42 eV Å⁻¹
- LUMO level: 1.6 eV

Mulliken atomic charge list, values in e, 99 entries: number 1, C, carries -1.557; number 2, C, carries 1.431; number 3, C, carries -1.454; number 4, C, carries 1.068; number 5, C, carries -0.891; number 6, C, carries -1.063; number 7, C, carries 0.598; number 8, C, carries -1.477; number 9, C, carries 1.432; number 10, C, carries -1.260; number 11, C, carries -0.883; number 12, C, carries 1.006; number 13, C, carries -0.290; number 14, C, carries -1.132; number 15, C, carries -0.203; number 16, P, carries -0.822; number 17, O, carries -0.382; number 18, C, carries 0.929; number 19, N, carries -0.880; number 20, O, carries -0.476; number 21, C, carries -0.002; number 22, C, carries -0.779; number 23, C, carries -1.133; number 24, C, carries 1.014; number 25, F, carries -0.307; number 26, F, carries -0.078; number 27, F, carries -0.380; number 28, C, carries -0.760; number 29, O, carries 0.478; number 30, C, carries -0.473; number 31, C, carries -0.583; number 32, C, carries -0.778; number 33, O, carries -0.510; number 34, O, carries 0.403; number 35, H, carries 0.361; number 36, H, carries 0.334; number 37, H, carries 0.390; number 38, H, carries -0.892; number 39, H, carries 0.149; number 40, H, carries 0.399; number 41, H, carries 0.415; number 42, H, carries 0.596; number 43, H, carries -1.146; number 44, H, carries 0.322; number 45, H, carries 0.408; number 46, H, carries 0.324; number 47, H, carries 0.513; number 48, H, carries -0.647; number 49, H, carries 0.517; number 50, H, carries 0.428; number 51, H, carries 0.451; number 52, H, carries -1.011; number 53, H, carries 0.344; number 54, H, carries 0.575; number 55, H, carries 0.240; number 56, H, carries 0.434; number 57, H, carries 0.376; number 58, H, carries -0.473; number 59, H, carries -0.374; number 60, H, carries 0.356; number 61, H, carries 0.290; number 62, H, carries 0.418; number 63, H, carries 0.484; number 64, H, carries -0.508; number 65, H, carries 0.759; number 66, H, carries -0.086; number 67, H, carries 0.306; number 68, H, carries 0.366; number 69, H, carries 0.516; number 70, H, carries 0.264; number 71, H, carries 0.474; number 72, H, carries 0.180; number 73, H, carries 0.377; number 74, H, carries 0.136; number 75, H, carries 0.342; number 76, H, carries 0.627; number 77, H, carries 0.077; number 78, H, carries 0.592; number 79, H, carries -0.215; number 80, H, carries 0.326; number 81, O, carries -0.564; number 82, H, carries 0.245; number 83, H, carries 0.293; number 84, O, carries -0.585; number 85, H, carries 0.274; number 86, H, carries 0.291; number 87, O, carries 0.555; number 88, H, carries -0.533; number 89, H, carries -0.058; number 90, O, carries -0.665; number 91, H, carries 0.310; number 92, H, carries 0.372; number 93, O, carries -0.630; number 94, H, carries 0.317; number 95, H, carries 0.281; number 96, O, carries -0.610; number 97, H, carries 0.285; number 98, H, carries 0.324; number 99, O, carries -0.611